No. 1
{
  "formula": "C4H12N2O",
  "method": "ωB97M-V with the def2-TZVPD basis set",
  "homo_lumo_gap_ev": [11.46, 6.72],
  "mol_weight_da": 104.153,
  "total_charge": 1,
  "multiplicity": 2,
  "e_above_lowest_kj_mol": 98.2,
  "lumo_energy_ha": [-0.1099, -0.2842],
  "species": ["C", "C", "C", "O", "N", "C", "N", "H", "H", "H", "H", "H", "H", "H", "H", "H", "H", "H", "H"],
  "positions_angstrom": [[0.14, -0.96, -0.23], [-1.36, -1.29, -0.34], [-2.26, -0.38, 0.50], [-1.62, 0.01, 1.73], [0.47, 0.37, -0.68], [1.87, 0.83, -0.82], [2.13, 1.49, 0.39], [0.62, -1.66, -0.91], [0.54, -1.14, 0.77], [-1.64, -1.25, -1.40], [-1.44, -2.35, -0.07], [-2.57, 0.47, -0.09], [-3.15, -0.93, 0.81], [-1.33, 0.92, 1.58], [-0.01, 1.07, -0.10], [1.98, 1.49, -1.68], [2.49, -0.05, -0.96], [2.61, 2.38, 0.34], [2.53, 0.96, 1.15]],
  "mulliken_charge": [-0.49, -0.54, -0.66, -0.51, 0.03, -0.42, -0.44, 0.44, 0.35, 0.37, 0.36, 0.33, 0.35, 0.31, 0.27, 0.40, 0.38, 0.25, 0.23]
}

No. 2
{
  "formula": "C4H12N2O",
  "method": "ωB97M-V with the def2-TZVPD basis set",
  "homo_lumo_gap_ev": [11.96, 6.76],
  "mol_weight_da": 104.153,
  "total_charge": 1,
  "multiplicity": 2,
  "e_above_lowest_kj_mol": 115.5,
  "lumo_energy_ha": [-0.1113, -0.2968],
  "species": ["C", "C", "C", "O", "N", "C", "N", "H", "H", "H", "H", "H", "H", "H", "H", "H", "H", "H", "H"],
  "positions_angstrom": [[0.70, -0.49, 0.59], [1.02, 0.51, -0.54], [2.52, 0.74, -0.43], [0.79, -0.13, -1.80], [-0.68, -0.47, 1.06], [-1.77, -0.33, 0.11], [-3.05, -0.26, 0.82], [0.95, -1.52, 0.32], [1.32, -0.22, 1.45], [0.50, 1.45, -0.39], [3.11, -0.18, -0.54], [2.77, 1.24, 0.51], [2.98, 1.31, -1.25], [0.01, 0.30, -2.17], [-0.89, 0.12, 1.87], [-1.65, 0.63, -0.41], [-1.71, -1.12, -0.65], [-3.72, -0.47, 0.08], [-3.20, -1.10, 1.37]],
  "mulliken_charge": [-0.71, 0.40, -1.52, -0.52, 0.02, -0.31, -0.70, 0.31, 0.45, 0.41, 0.36, 0.41, 0.36, 0.38, 0.38, 0.30, 0.42, 0.29, 0.28]
}

No. 3
{
  "formula": "C4H12N2O",
  "method": "ωB97M-V with the def2-TZVPD basis set",
  "homo_lumo_gap_ev": 11.03,
  "mol_weight_da": 104.153,
  "total_charge": 2,
  "e_above_lowest_kj_mol": 46.7,
  "smiles": "[NH3+]CC[C@@H]([NH3+])C=O",
  "lumo_energy_ha": -0.2713,
  "species": ["O", "C", "C", "C", "C", "N", "N", "H", "H", "H", "H", "H", "H", "H", "H", "H", "H", "H", "H"],
  "positions_angstrom": [[0.13, -2.48, -0.64], [-0.05, -2.00, 0.43], [0.66, -0.64, 0.71], [-0.17, 0.53, 0.16], [-0.22, 0.41, -1.35], [-0.89, 1.63, -2.00], [0.87, -0.50, 2.23], [-0.66, -2.35, 1.28], [1.66, -0.66, 0.32], [0.17, 1.52, 0.45], [-1.16, 0.34, 0.57], [-0.67, -0.46, -1.81], [0.76, 0.44, -1.80], [-0.29, 2.46, -1.91], [-1.74, 1.89, -1.50], [-1.16, 1.42, -2.96], [1.78, -0.11, 2.45], [0.86, -1.44, 2.65], [0.11, 0.01, 2.70]],
  "mulliken_charge": [-0.33, -0.13, -0.14, -0.64, -0.93, -0.27, -0.28, 0.36, 0.38, 0.45, 0.47, 0.48, 0.39, 0.38, 0.35, 0.37, 0.38, 0.36, 0.37]
}

No. 4
{
  "formula": "C4H12N2O2",
  "method": "ωB97M-V with the def2-TZVPD basis set",
  "homo_lumo_gap_ev": 9.64,
  "mol_weight_da": 120.152,
  "total_charge": 0,
  "e_above_lowest_kj_mol": 390.4,
  "smiles": "CC(C)(O)[C@H](N)NO",
  "lumo_energy_ha": 0.0280,
  "species": ["C", "C", "C", "O", "H", "H", "H", "H", "H", "H", "H", "H", "N", "C", "O", "N", "H", "H", "H", "H"],
  "positions_angstrom": [[-0.69, 0.25, 0.00], [-1.51, -0.06, -1.25], [-0.82, -0.89, 1.01], [-1.18, 1.48, 0.51], [-1.70, 1.36, 1.31], [0.78, 1.72, 0.57], [-0.29, -0.64, 1.93], [-1.87, -1.05, 1.26], [-2.57, -0.13, -1.00], [-1.21, -1.02, -1.68], [-1.38, 0.72, -1.99], [-0.44, -1.82, 0.61], [1.58, -0.82, -0.67], [0.96, 0.48, -0.47], [1.88, 0.50, 1.71], [1.77, 1.22, 0.46], [2.20, -0.38, 1.44], [1.07, -1.36, -1.36], [2.52, -0.68, -1.02], [0.91, 1.11, -1.37]],
  "mulliken_charge": [1.26, -1.64, -1.71, -0.61, 0.36, 0.45, 0.42, 0.52, 0.37, 0.35, 0.39, 0.36, -0.66, -0.19, -0.41, -0.52, 0.36, 0.20, 0.25, 0.44]
}

No. 5
{
  "formula": "C4H12N2O2",
  "method": "ωB97M-V with the def2-TZVPD basis set",
  "homo_lumo_gap_ev": 9.65,
  "mol_weight_da": 120.152,
  "total_charge": 0,
  "e_above_lowest_kj_mol": 173.6,
  "smiles": "NCCCNC=O.O",
  "lumo_energy_ha": 0.0276,
  "species": ["O", "C", "N", "C", "C", "C", "N", "H", "H", "H", "H", "H", "H", "H", "H", "H", "H", "H", "H", "O"],
  "positions_angstrom": [[-1.38, 2.61, -1.07], [-1.70, 1.46, -1.24], [-1.70, 0.60, -0.16], [-1.41, -0.82, -0.13], [0.12, -1.10, -0.37], [0.85, -1.53, 0.90], [1.34, -0.40, 1.70], [-2.05, 1.14, -2.22], [-1.41, 1.09, 0.67], [-1.71, -1.32, 0.80], [-1.98, -1.41, -0.86], [0.59, -0.22, -0.81], [0.22, -1.95, -1.06], [1.78, -2.03, 0.58], [0.24, -2.22, 1.49], [2.09, 0.06, 1.23], [0.55, 0.18, 1.98], [2.60, 2.12, -0.56], [1.16, 2.14, -0.21], [1.81, 1.58, -0.65]],
  "mulliken_charge": [-0.56, 0.04, -0.17, -0.84, -0.02, -0.76, -0.60, 0.37, 0.26, 0.38, 0.31, 0.12, 0.28, 0.34, 0.36, 0.30, 0.21, 0.29, 0.30, -0.62]
}

No. 6
{
  "formula": "C4H12N2O2",
  "method": "ωB97M-V with the def2-TZVPD basis set",
  "homo_lumo_gap_ev": 10.24,
  "mol_weight_da": 120.152,
  "total_charge": 0,
  "e_above_lowest_kj_mol": 310.7,
  "smiles": "CN[C@H](C)C(N)=O.O",
  "lumo_energy_ha": 0.0287,
  "species": ["C", "N", "C", "C", "C", "N", "O", "H", "H", "H", "H", "H", "H", "H", "H", "H", "H", "H", "H", "O"],
  "positions_angstrom": [[1.70, 0.47, -1.70], [0.29, 0.62, -1.02], [-1.27, -1.27, -0.94], [-0.04, -0.58, -0.24], [-0.70, -0.20, 1.11], [-2.05, 0.13, 1.18], [-0.20, -0.32, 2.18], [1.68, -0.32, -2.56], [1.88, 1.56, -2.01], [2.42, 0.01, -0.90], [0.35, 1.31, -0.39], [-1.54, -2.26, -0.55], [-0.78, -1.59, -1.89], [-1.96, -0.63, -1.33], [0.95, -1.13, -0.06], [-2.53, 0.22, 2.04], [-2.77, 0.00, 0.35], [1.10, 0.75, 2.64], [2.00, 1.59, 1.67], [1.46, 1.65, 2.42]],
  "mulliken_charge": [-0.75, -0.51, -1.87, 0.77, 0.09, -0.38, -0.69, 0.24, 0.34, 0.27, 0.28, 0.35, 0.35, 0.63, 0.38, 0.26, 0.21, 0.40, 0.26, -0.64]
}

No. 7
{
  "formula": "C4H12N2O2",
  "method": "ωB97M-V with the def2-TZVPD basis set",
  "homo_lumo_gap_ev": 9.49,
  "mol_weight_da": 120.152,
  "total_charge": 0,
  "e_above_lowest_kj_mol": 225.2,
  "smiles": "NCCNCC=O.O",
  "lumo_energy_ha": 0.0346,
  "species": ["N", "C", "C", "N", "C", "C", "O", "H", "H", "H", "H", "H", "H", "H", "H", "H", "H", "H", "H", "O"],
  "positions_angstrom": [[-1.97, 0.99, -0.33], [-1.51, -0.03, -1.22], [0.00, 0.03, -1.40], [0.60, -0.03, -0.08], [2.04, -0.20, -0.09], [2.66, 0.11, 1.24], [2.07, 0.25, 2.27], [-2.37, 1.83, -0.70], [-2.09, 0.80, 0.65], [-2.02, 0.07, -2.16], [-1.71, -0.99, -0.76], [0.29, 0.94, -1.94], [0.36, -0.84, -1.96], [0.35, 0.77, 0.48], [2.26, -1.23, -0.40], [2.56, 0.37, -0.88], [3.76, 0.24, 1.21], [-1.05, -0.87, 1.57], [-2.39, -1.47, 2.41], [-1.84, -0.75, 2.10]],
  "mulliken_charge": [-0.35, -0.71, -0.67, -0.17, -0.63, 0.02, -0.46, 0.13, 0.18, 0.45, 0.27, 0.35, 0.33, 0.31, 0.31, 0.33, 0.33, 0.34, 0.30, -0.67]
}

No. 8
{
  "formula": "C4H12N2O2",
  "method": "ωB97M-V with the def2-TZVPD basis set",
  "homo_lumo_gap_ev": 9.44,
  "mol_weight_da": 120.152,
  "total_charge": 0,
  "e_above_lowest_kj_mol": 264.8,
  "smiles": "CN(C)CC(N)=O.O",
  "lumo_energy_ha": 0.0248,
  "species": ["C", "N", "C", "C", "C", "N", "O", "H", "H", "H", "H", "H", "H", "H", "H", "H", "H", "H", "H", "O"],
  "positions_angstrom": [[1.58, -1.45, 0.69], [0.56, -1.14, -0.32], [0.35, -2.32, -1.32], [-0.75, -0.69, 0.11], [-0.87, 0.79, -0.43], [-0.67, 1.00, -1.72], [-1.54, 1.64, 0.15], [1.77, -0.46, 1.25], [1.21, -2.10, 1.40], [2.53, -1.85, 0.26], [1.36, -2.71, -1.46], [0.10, -1.77, -2.28], [-0.53, -2.96, -1.12], [-0.87, -0.55, 1.31], [-1.65, -1.18, -0.39], [-1.00, 1.89, -2.04], [0.06, 0.62, -2.34], [-0.07, 2.13, 2.57], [1.14, 1.88, 1.57], [0.89, 2.12, 2.51]],
  "mulliken_charge": [-0.91, -0.01, -0.95, -0.16, 0.22, -0.36, -0.64, 0.21, 0.43, 0.28, 0.36, 0.27, 0.29, 0.22, 0.29, 0.24, 0.23, 0.33, 0.30, -0.64]
}